The following is a quantum chemistry calculation of a molecular structure, C15H68BNO30, from the OMol25 dataset.

The geometry in XYZ format:
```
115
Properties=species:S:1:pos:R:3:forces:R:3
C 0.439617 0.513600 3.610626 1.252 1.251 2.685
C 1.092617 -0.492400 2.757626 0.676 -0.387 -1.123
C 1.155617 -0.081400 1.336626 -2.427 3.703 -4.416
C -0.261383 -0.260400 0.497626 1.971 -2.861 1.148
N -0.403383 0.518600 -0.837374 -0.125 -1.255 -0.498
C -1.799383 0.380600 -1.238374 -5.679 5.030 1.574
C -2.169383 -0.922400 -1.823374 2.917 1.911 -2.161
C -0.853383 -1.423400 -2.267374 3.143 -2.061 1.987
C 0.175617 -0.326400 -1.947374 2.457 1.102 -1.914
C -0.028383 1.972600 -0.796374 1.458 -0.419 3.530
C 1.397617 2.360600 -1.031374 1.317 0.033 -0.062
C 1.778617 3.781600 -0.507374 3.024 -1.569 -2.933
H -0.603383 0.765600 3.566626 -0.716 -0.281 -0.981
H 1.000617 1.469600 3.471626 -0.469 -0.479 0.612
H 0.525617 0.126600 4.663626 0.228 0.766 -0.652
H 0.520617 -1.398400 2.807626 0.135 -0.897 0.106
H 2.173617 -0.666400 2.999626 -1.137 -0.009 0.514
H 1.922617 -0.509400 0.730626 0.663 -0.728 -0.125
H 1.285617 1.072600 1.065626 0.317 -2.101 1.762
H -1.078383 -0.141400 1.263626 0.381 0.498 -1.464
H -0.251383 -1.371400 0.138626 -0.440 1.988 0.888
H -2.109383 1.139600 -2.098374 1.327 -1.009 1.979
H -2.433383 0.780600 -0.257374 1.315 -1.179 -2.596
H -2.583383 -0.869400 -2.766374 -1.587 1.844 -2.151
H -2.868383 -1.529400 -1.490374 -2.426 -3.264 3.300
H -0.739383 -1.844400 -3.265374 -0.240 0.424 -0.031
H -0.561383 -2.209400 -1.579374 0.100 -0.790 -0.220
H 0.333617 0.324600 -2.858374 -0.584 -0.226 1.030
H 1.242617 -0.610400 -1.707374 -1.355 -0.210 0.153
H -0.289383 2.260600 0.235626 0.047 -0.138 -0.095
H -0.602383 2.628600 -1.329374 -2.118 0.756 -2.105
H 1.689617 2.133600 -2.036374 -0.396 1.052 -1.488
H 2.101617 1.665600 -0.694374 0.838 -1.326 1.913
H 1.348617 3.981600 0.389626 -0.792 0.245 3.131
H 1.260617 4.429600 -1.141374 -0.455 1.557 -1.219
H 2.954617 4.036600 -0.545374 -2.866 -0.846 0.153
O 0.146617 -4.084400 5.295626 -1.085 -0.035 2.758
C 1.160617 -4.161400 4.680626 -5.379 -1.099 3.210
O 1.155617 -3.699400 3.538626 0.897 3.254 -5.793
B 2.316617 -4.146400 2.912626 2.165 -1.090 -3.058
O 2.995617 -5.092400 3.824626 -0.117 0.951 -2.666
C 2.253617 -5.015400 4.868626 5.897 -2.158 7.154
O 2.698617 -5.350400 5.982626 -1.964 0.071 -2.201
O 3.199617 -3.072400 2.315626 -1.442 0.701 6.812
C 3.398617 -3.293400 1.138626 6.611 6.537 -5.772
O 4.056617 -2.434400 0.438626 -2.055 -3.036 1.348
C 2.797617 -4.490400 0.730626 -2.231 -2.739 -9.143
O 2.037617 -4.852400 1.622626 -2.833 -2.452 4.192
O 2.635617 -4.898400 -0.471374 2.143 1.311 3.444
O -4.776383 -2.085400 -3.767374 0.263 -1.968 1.284
H -4.018383 -2.843400 -3.785374 -2.788 1.678 0.417
H -5.597383 -2.262400 -3.181374 2.600 -0.259 -1.550
O 3.427617 5.957600 -2.329374 0.480 1.741 -1.833
H 3.108617 5.566600 -3.146374 -0.360 -1.002 0.089
H 3.668617 6.823600 -2.770374 -0.005 -0.844 1.455
O 2.450617 7.206600 -0.126374 0.337 -0.043 1.380
H 2.495617 6.587600 -0.846374 -0.042 -0.385 -0.875
H 2.984617 6.736600 0.543626 -0.419 0.580 -0.244
O -1.035383 0.897600 -5.162374 3.110 -2.192 -2.160
H -1.131383 1.616600 -4.626374 -0.900 2.979 2.213
H -1.799383 0.377600 -5.227374 -2.269 -0.780 -0.056
O 3.635617 0.956600 4.722626 0.909 -2.105 6.119
H 4.242617 0.188600 4.926626 -1.092 1.500 -0.964
H 3.589617 1.146600 3.859626 0.226 0.632 -5.178
O 0.979617 3.463600 5.944626 1.279 -0.437 0.447
H 1.632617 4.277600 5.874626 -1.348 -3.500 0.676
H 1.281617 2.513600 6.304626 0.083 3.865 -1.265
O 0.344617 -4.261400 -3.754374 0.365 1.296 -1.788
H 0.789617 -3.487400 -4.152374 -0.080 0.448 1.336
H 0.457617 -4.729400 -4.580374 -0.263 -1.664 -0.143
O -3.666383 -0.263400 -5.412374 -0.430 1.624 -5.549
H -4.193383 -0.442400 -6.340374 1.959 0.311 4.092
H -3.894383 -0.865400 -4.748374 -1.474 -1.733 1.285
O -2.795383 -4.014400 -4.420374 0.989 -0.261 -0.123
H -2.220383 -3.686400 -5.112374 -0.583 1.011 -1.029
H -2.057383 -4.528400 -4.063374 -0.471 -0.512 1.350
O 0.175617 -5.349400 -1.272374 1.419 -0.841 3.910
H 0.216617 -4.971400 -2.088374 -0.246 1.433 -3.606
H 1.124617 -5.120400 -0.964374 -1.709 -0.972 -0.043
O -2.582383 2.769600 2.022626 -4.193 -3.031 -2.880
H -3.119383 1.904600 2.250626 1.053 2.201 -1.005
H -2.011383 2.792600 2.713626 3.023 0.820 3.497
O -1.299383 5.600600 -0.474374 6.564 -1.850 -4.342
H -0.979383 6.310600 -0.028374 1.239 3.156 2.128
H -2.113383 5.434600 -0.279374 -7.705 -1.418 2.158
O -1.426383 3.719600 4.325626 -8.276 1.110 -1.588
H -0.631383 3.541600 4.656626 4.910 -1.317 3.399
H -2.272383 3.616600 4.935626 3.578 0.198 -1.549
O 4.592617 0.345600 0.951626 -1.902 -3.997 2.926
H 5.035617 0.261600 0.170626 2.232 0.903 -3.782
H 4.517617 -0.739400 0.958626 -0.547 2.932 0.863
O 3.296617 -0.015400 -3.049374 -3.028 -4.426 0.232
H 2.696617 -0.634400 -3.653374 1.926 2.896 1.264
H 3.610617 0.741600 -3.463374 0.645 1.849 -1.823
O -1.493383 -3.111400 2.402626 0.384 0.854 2.228
H -0.704383 -3.431400 2.982626 -2.142 1.010 -1.212
H -2.046383 -2.467400 2.967626 1.647 -1.737 -1.052
O -5.344383 -0.121400 -0.145374 0.372 6.902 0.991
H -6.205383 0.333600 -0.168374 0.338 0.085 -0.025
H -5.530383 -0.945400 -0.336374 -1.235 -7.026 -1.321
O -5.122383 1.201600 -2.754374 0.496 -3.008 3.936
H -4.924383 0.585600 -1.862374 -0.162 2.852 -3.168
H -5.806383 0.594600 -3.059374 -0.173 0.319 -0.913
O 4.119617 -2.720400 -2.877374 -6.012 3.366 0.069
H 3.756617 -1.692400 -2.886374 3.050 -3.984 0.379
H 5.007617 -2.867400 -2.971374 3.427 0.390 -0.319
O -0.969383 -1.772400 6.423626 -2.306 2.090 -0.994
H -1.302383 -2.595400 6.011626 0.351 0.569 0.226
H -1.648383 -1.020400 6.167626 2.025 -2.519 0.786
O -0.500383 3.467600 -4.024374 -3.152 -1.173 5.521
H -0.066383 3.748600 -4.718374 3.731 1.394 -6.263
H -0.646383 4.335600 -3.631374 -0.584 -0.202 0.861
O -4.206383 0.400600 2.161626 -2.939 4.190 -4.252
H -4.790383 0.280600 1.235626 2.514 -0.424 3.464
H -3.928383 -0.354400 2.552626 0.953 -3.917 1.392
```
Forces are in eV/Å.

* energy above the lowest of the compared OMol25 structures with the same formula, charge and spin: 3.659 eV



The following is a quantum chemistry calculation of 2 unconnected molecules or ions with the total composition C7H14O3, from the OMol25 dataset.

The geometry in XYZ format:
```
24
Properties=species:S:1:pos:R:3:forces:R:3
C 0.093538 -3.893863 -2.919047 -0.071 -0.099 -0.187
C 0.529087 -2.868638 -1.871223 -0.032 -0.024 0.190
C 2.019273 -2.556136 -2.002348 0.186 0.066 -0.032
C -0.311469 -1.589936 -1.955353 0.027 -0.048 -0.011
C -1.821376 -1.827579 -1.809935 0.042 0.046 0.330
O -2.363201 -0.629030 -1.231805 0.543 0.647 0.764
C -1.340677 0.171913 -0.680847 -0.626 1.550 -2.151
O -1.515659 1.344060 -0.450501 0.101 -1.896 0.295
C -0.034534 -0.563731 -0.852397 0.214 -0.246 0.521
H 0.852417 -4.681808 -3.026254 -0.246 0.174 0.033
H -0.855775 -4.379242 -2.651781 0.196 0.165 -0.103
H -0.033967 -3.414011 -3.901846 0.069 -0.149 0.201
H 0.354459 -3.305540 -0.872632 0.056 0.084 -0.175
H 2.216606 -1.993890 -2.928438 -0.031 -0.148 0.207
H 2.389388 -1.958577 -1.157458 -0.098 -0.117 -0.228
H 2.607602 -3.483950 -2.042381 -0.141 0.259 0.042
H -0.126726 -1.112904 -2.931786 -0.028 -0.094 0.195
H -2.329811 -1.999879 -2.764563 0.087 0.031 0.244
H -2.033549 -2.659773 -1.123749 0.067 0.025 -0.182
H 0.193716 -1.052094 0.107418 0.098 -0.042 -0.212
H 0.775360 0.137108 -1.082191 -0.306 -0.114 0.142
O -3.499743 0.441782 1.550775 -0.663 -1.746 -1.591
H -3.727276 -0.241974 0.827124 0.590 1.710 1.659
H -3.080902 -0.079190 2.242411 -0.034 -0.033 0.049
```
Forces are in eV/Å.

* energy above the lowest of the compared OMol25 structures with the same formula, charge and spin: 0.484 eV
* structure (SMILES): CC(C)[C@H]1COC(=O)C1.O



The following is a quantum chemistry calculation of a molecular structure, C8H30O17Zn2, from the OMol25 dataset.

The geometry in XYZ format:
```
57
Properties=species:S:1:pos:R:3:forces:R:3
Zn -3.040399 -1.140609 -1.094890 3.418 -0.039 -0.872
Zn -1.813209 3.543991 -0.490280 2.264 -0.723 4.086
C 0.608341 -0.027869 0.239450 0.070 1.219 -1.113
C -0.549489 0.558191 -0.631580 1.308 -2.385 2.308
O -1.129789 -0.248379 -1.371710 -2.497 -3.263 -2.198
O -1.014879 1.654261 -0.464740 -0.545 4.065 0.499
H 0.335801 -0.168669 1.285390 -0.186 0.429 -0.071
H 1.405591 0.705761 0.119960 0.152 -0.152 0.672
H 1.009951 -0.978509 -0.111410 -0.392 0.093 -0.284
C 0.836961 -2.766069 2.393780 -0.116 -0.160 0.478
C 1.553871 -3.941279 3.103880 0.975 -2.585 0.544
O 1.943141 -3.830089 4.266250 -0.533 1.983 0.873
O 1.790831 -5.015269 2.479590 -1.051 0.739 -1.992
H 0.187761 -2.207389 3.067940 0.489 0.325 0.417
H 0.127951 -3.085269 1.629900 0.186 -0.507 -0.675
H 1.634321 -2.153539 1.972930 -0.299 0.286 -0.078
C 0.459071 4.971411 2.618280 -0.483 0.029 0.262
C 0.578711 4.925491 1.078920 5.708 5.131 2.390
O 1.422471 5.642381 0.511690 -0.637 0.170 1.107
O -0.069229 4.134881 0.451300 -6.119 -5.493 -3.895
H -0.356119 5.650961 2.866820 -0.171 0.057 -0.051
H 1.321021 5.335891 3.177110 0.246 0.128 -0.689
H 0.193571 4.028771 3.096870 -0.127 -0.201 -0.394
C -1.746849 1.653841 2.834900 -0.683 1.266 0.206
C -2.602119 2.940731 2.497290 -2.081 1.091 5.741
O -3.193269 3.632331 3.427950 2.562 -3.031 -2.445
O -2.772269 3.286661 1.321650 -0.045 0.681 -5.311
H -0.717469 2.011401 2.859890 0.115 -0.289 0.044
H -1.822499 0.839051 2.114840 -0.088 0.247 -0.447
H -2.031629 1.242731 3.803400 0.085 0.351 0.047
O -3.383849 -0.541469 -3.004540 -1.024 -0.255 0.590
H -2.600109 -0.240539 -3.464340 1.481 0.236 -0.291
H -4.111149 -0.150789 -3.488950 -0.581 0.003 -0.003
O 2.203121 2.905341 -1.143250 0.257 0.088 -0.160
H 2.357891 2.004901 -1.428700 -0.142 -0.053 -0.209
H 1.536331 2.829471 -0.460710 -0.292 0.431 0.329
O 0.888641 -3.924149 -1.297800 -0.413 0.296 -0.360
H 1.112871 -4.849949 -1.391860 0.279 -0.291 0.063
H 0.621091 -3.833739 -0.383210 0.301 -0.061 0.711
O -2.252549 -2.048909 0.601870 -1.003 0.525 -0.526
H -1.830869 -2.904829 0.678130 0.390 -0.539 -0.264
H -2.357549 -1.751729 1.505700 -0.075 0.411 0.566
O -0.651389 -0.121959 -4.719130 -1.048 0.281 -0.262
H -0.219699 -0.735089 -4.124190 0.359 -0.331 0.422
H -0.208979 0.712911 -4.565860 0.171 0.319 -0.008
O -1.968409 -2.887069 -2.235230 -0.999 0.171 0.720
H -1.968749 -3.833499 -2.092070 -0.028 -0.353 0.167
H -1.426299 -2.762379 -3.014210 0.518 0.464 -0.337
O 4.032971 -0.594189 0.709070 -0.223 0.206 0.022
H 4.040731 -1.549829 0.763200 0.064 -0.377 0.181
H 4.127941 -0.405919 -0.224620 0.194 0.099 -0.108
O 2.155641 0.386521 -2.384350 0.179 0.174 -0.103
H 1.766451 -0.431809 -2.692710 -0.393 -0.357 -0.114
H 3.029651 0.138111 -2.083290 0.320 -0.019 -0.039
O 0.614111 -1.916559 -3.159000 -0.030 0.327 -0.591
H 0.654381 -2.317249 -2.290640 -0.009 -0.542 0.716
H 1.287641 -2.371409 -3.664670 0.222 -0.313 -0.271
```
Forces are in eV/Å.



Number 1: gap between HOMO and LUMO 8.73 eV, LUMO energy -0.893 eV. Number 2: gap between HOMO and LUMO 10.86 eV, LUMO energy 0.656 eV. Number 3: gap between HOMO and LUMO 2.27 eV, LUMO energy -4.407 eV.